Entry from the Open Molecules 2025 dataset: a 3-piece molecular cluster, C25H41I3NO5 overall at a distorted geometry (ωB97M-V/def2-TZVPD).

The geometry in XYZ format:
```
75
Properties=species:S:1:pos:R:3:forces:R:3:lowdin_charge:R:1
C -0.7316 -0.4964 -5.1584 0.79 0.24 0.73 0.03
C 0.1254 -0.3249 -4.0556 -1.04 -0.10 -0.27 -0.12
C -0.2568 -0.9090 -2.6859 1.28 -1.84 -0.57 -0.12
C 0.2042 -0.0529 -1.5503 0.81 -1.37 -1.29 -0.23
N -0.4505 0.8580 -0.9247 0.60 -1.12 0.26 0.03
C -1.8397 1.1704 -1.3024 -0.01 1.16 -0.75 -0.67
I -2.9051 2.4010 0.1017 -0.38 -1.40 0.98 0.98
C -1.8877 1.8696 -2.7334 -0.96 0.40 1.26 -0.73
C -3.1998 1.4649 -3.4328 -0.18 0.40 0.07 -0.15
I -1.9257 4.0334 -2.4241 1.01 0.30 -1.62 0.80
C 0.4009 1.4252 0.1441 0.66 3.06 1.01 -0.25
C 0.0389 1.2594 1.6342 0.05 -1.13 0.00 -0.16
C -0.2544 -0.1735 2.1273 -0.80 0.54 0.29 -0.20
C -1.4934 -0.8635 1.5237 0.58 -0.41 0.17 -0.20
C -1.8755 -2.1082 2.3873 0.44 0.43 -1.58 -0.13
C -1.8157 -3.3675 1.4967 -0.42 0.56 1.63 -0.22
O -2.9497 -3.4091 0.6500 0.54 0.25 -0.25 -0.12
C -2.6359 -3.5072 -0.7139 -0.66 0.01 -0.97 -0.29
C -3.7189 -2.8273 -1.5658 1.04 0.00 0.17 -0.06
C 1.8372 1.0214 -0.1999 -0.39 -1.92 0.97 -0.13
C 1.6207 -0.2319 -1.1144 1.23 2.11 0.52 -0.60
I 2.1710 -2.1076 -0.2212 -0.39 0.17 -0.24 0.98
H -0.7279 -1.3984 -5.7669 -1.74 -0.78 1.20 0.07
H -1.3989 0.3398 -5.3653 1.50 0.67 -1.95 0.04
H 1.0449 0.2488 -4.2020 -0.95 1.63 0.92 0.12
H 0.2813 -1.8666 -2.5675 -0.20 0.01 0.43 0.10
H -1.3146 -1.1453 -2.6367 -0.11 0.24 -0.15 0.10
H -2.3895 0.2341 -1.3632 0.09 -0.03 0.17 0.06
H -0.9794 1.7109 -3.3089 -0.07 -0.23 0.08 0.04
H -3.8695 2.3228 -3.4544 -0.07 -0.10 -0.11 0.04
H -3.0745 1.1454 -4.4648 0.19 -0.04 0.02 0.07
H -3.7505 0.6914 -2.8912 0.24 -0.12 -0.05 0.08
H 0.3910 2.5096 -0.0339 -0.45 -0.06 0.00 0.15
H -0.7493 1.9326 1.9588 -0.13 -0.15 -0.19 0.04
H 0.9299 1.5861 2.1790 0.02 0.17 -0.22 0.13
H 0.6055 -0.8428 2.0436 0.07 0.11 -0.18 0.06
H -0.4537 -0.0771 3.1982 0.13 0.06 -0.07 0.09
H -2.3430 -0.1956 1.3869 0.11 0.14 0.24 0.06
H -1.2058 -1.2076 0.5204 -0.25 -0.11 -0.04 0.07
H -1.1165 -2.2022 3.1661 -0.29 -0.12 0.24 0.11
H -2.8737 -1.9479 2.7896 0.08 -0.32 0.29 0.12
H -0.8735 -3.3020 0.9457 -0.06 -0.39 -0.14 0.09
H -1.8208 -4.2251 2.1779 0.09 -0.28 -0.41 0.12
H -2.5441 -4.5529 -1.0381 0.04 -0.02 0.18 0.13
H -1.6867 -3.0227 -0.9788 0.14 0.02 0.41 0.09
H -4.6451 -3.3931 -1.5775 -0.12 0.18 -0.01 0.08
H -3.8562 -1.8025 -1.2082 -0.32 -0.12 0.12 0.06
H -3.2944 -2.7424 -2.5731 -0.38 -0.19 -0.10 0.07
H 2.4817 1.8068 -0.5858 -0.41 -0.08 -0.74 0.11
H 2.3665 0.6987 0.6985 -0.23 0.06 0.10 0.10
H 2.3775 -0.0963 -1.8912 -0.57 -0.47 -0.56 0.06
O -1.7726 1.7085 4.1957 0.14 -0.11 -0.17 0.11
C -1.6004 1.6697 5.3810 -0.40 0.14 0.03 -0.47
O -0.9649 0.6485 5.9952 0.03 0.07 -0.07 0.03
C -1.0107 0.8309 7.4249 0.04 0.01 0.31 -0.15
C -1.2399 2.3196 7.6268 -0.08 0.16 0.05 -0.15
C -2.0735 2.6815 6.4015 0.45 -0.01 0.35 -0.07
H -1.8265 0.2256 7.8248 -0.01 0.01 -0.06 0.13
H -0.0752 0.4908 7.8620 0.03 -0.12 -0.19 0.13
H -1.7184 2.5560 8.5748 -0.01 -0.08 0.00 0.12
H -0.2867 2.8497 7.5913 0.00 -0.03 0.02 0.12
H -3.1409 2.5340 6.5737 -0.02 0.05 -0.10 0.14
H -1.8827 3.6948 6.0595 -0.23 -0.02 -0.17 0.13
O 4.3377 1.6123 -2.0229 -0.33 -0.11 -0.08 0.11
C 5.0845 0.8637 -2.5890 0.27 0.15 0.36 -0.48
O 4.6449 -0.2012 -3.2925 -0.10 -0.01 -0.02 0.01
C 5.7680 -0.9766 -3.7642 0.27 -0.19 -0.17 -0.14
C 6.9393 -0.0076 -3.7686 0.13 0.08 0.05 -0.15
C 6.5946 0.9145 -2.6014 0.08 -0.16 -0.57 -0.06
H 5.9224 -1.8142 -3.0811 -0.04 0.04 0.04 0.13
H 5.5475 -1.3671 -4.7545 -0.22 0.04 0.05 0.13
H 7.9042 -0.5006 -3.6741 -0.05 -0.06 0.02 0.12
H 6.9444 0.5638 -4.6978 0.00 -0.03 0.00 0.12
H 6.9673 0.5294 -1.6509 -0.03 0.10 0.05 0.14
H 6.9463 1.9297 -2.7614 -0.06 0.06 0.28 0.13
```
Positions in Å, forces in eV/Å.

Results
lowest unoccupied orbital energy: -0.14526 hartree
2S+1: 1
net charge: +1
gap between HOMO and LUMO: 6.51 eV
E: -2300.821660 Ha


Entry from the Open Molecules 2025 dataset: C25H41N2O2RuSbSi3 as an isolated structure (ωB97M-V/def2-TZVPD).

The geometry in XYZ format:
```
75
Properties=species:S:1:pos:R:3:forces:R:3:lowdin_charge:R:1
Ru -0.1663 -0.3742 0.1599 -0.16 -0.06 -0.03 1.07
O -1.1226 -0.4644 -1.5545 0.03 -0.07 0.05 -0.24
C -2.3718 -0.1258 -1.8143 0.02 -0.01 0.06 -0.35
C -2.8974 -0.4898 -3.0651 -0.02 0.03 -0.07 -0.02
C -4.1927 -0.1787 -3.4097 0.05 -0.01 -0.02 -0.06
C -5.0220 0.5254 -2.5310 -0.02 0.03 0.04 -0.08
C -4.5159 0.9210 -1.3180 -0.03 0.01 -0.04 -0.04
C -3.2005 0.6060 -0.9299 0.02 0.02 0.01 -0.15
C -2.7530 1.1080 0.3426 -0.01 -0.12 0.05 -0.08
N -1.6459 0.7950 0.9097 0.17 0.19 -0.09 -0.15
C -1.2896 1.3508 2.2173 -0.01 0.01 0.00 -0.20
C 0.1963 1.6688 2.2342 0.00 -0.02 0.01 -0.17
N 0.9132 0.5824 1.5458 0.01 -0.10 -0.11 -0.14
C 2.2063 0.5263 1.6220 -0.04 0.02 0.04 -0.08
C 3.0667 -0.3488 0.8999 0.02 0.04 -0.03 -0.17
C 4.4471 -0.2702 1.2202 0.02 0.00 0.00 -0.04
C 5.3790 -1.0513 0.6023 -0.03 0.01 0.01 -0.08
C 4.9519 -1.9501 -0.3929 -0.01 0.00 0.00 -0.05
C 3.6313 -2.0529 -0.7349 0.01 -0.04 0.02 -0.01
C 2.6374 -1.2660 -0.1041 0.00 -0.01 -0.07 -0.35
O 1.4032 -1.4397 -0.4902 0.00 0.13 0.12 -0.24
H -2.2491 -1.0245 -3.7464 0.01 -0.01 0.00 0.12
H -4.5709 -0.4813 -4.3777 0.00 0.00 -0.01 0.11
H -6.0361 0.7719 -2.8108 -0.01 -0.01 0.00 0.11
H -5.1344 1.4917 -0.6347 0.00 0.00 0.01 0.12
H -3.4194 1.8046 0.8538 0.00 -0.01 0.01 0.14
H -1.5002 0.5859 2.9664 -0.01 0.00 0.02 0.07
H -1.8831 2.2373 2.4515 0.01 -0.01 0.00 0.13
H 0.5545 1.7918 3.2587 -0.01 -0.01 -0.01 0.13
H 0.3805 2.6006 1.6938 0.01 -0.01 0.01 0.13
H 2.6981 1.2207 2.3055 0.00 -0.01 0.00 0.14
H 4.7534 0.4380 1.9813 0.00 0.00 0.01 0.12
H 6.4250 -0.9756 0.8611 0.01 0.00 0.00 0.11
H 5.6811 -2.5654 -0.9043 0.00 0.00 0.00 0.11
H 3.3060 -2.7310 -1.5124 -0.02 -0.01 0.00 0.12
C -4.0648 -0.8875 2.9876 0.04 0.03 0.02 -0.20
Si -2.7060 -2.1135 3.3796 -0.07 0.02 -0.05 0.33
C -3.4953 -3.7647 3.7504 0.01 0.02 -0.03 -0.21
C -1.6097 -1.5912 4.8057 -0.01 -0.03 -0.03 -0.21
Sb -1.2080 -2.4464 1.3095 0.02 0.01 0.05 1.04
Si -2.5256 -3.7834 -0.4706 0.01 0.00 -0.08 0.35
C -1.4330 -3.7945 -1.9788 -0.03 0.00 0.01 -0.20
C -2.7583 -5.4994 0.2323 -0.02 0.04 0.01 -0.21
C -4.1880 -2.9878 -0.7735 0.08 0.08 -0.01 -0.19
Si 0.6943 -4.0205 2.0834 -0.02 0.03 0.07 0.34
C 1.3696 -4.8338 0.5493 -0.02 0.03 0.05 -0.20
C 1.9234 -2.9750 3.0187 0.02 -0.01 -0.06 -0.19
C -0.0047 -5.3011 3.2551 -0.01 0.04 -0.02 -0.21
H -4.7293 -0.8048 3.8516 0.00 -0.01 0.01 0.05
H -4.6628 -1.2407 2.1456 0.00 0.00 -0.03 0.03
H -3.7069 0.1133 2.7473 0.00 -0.04 0.04 0.00
H -4.0966 -3.6647 4.6582 0.00 -0.01 0.01 0.05
H -2.7635 -4.5533 3.9202 0.03 -0.02 0.01 0.02
H -4.1632 -4.0836 2.9489 -0.01 0.02 -0.02 0.03
H -2.2195 -1.2124 5.6293 0.00 0.00 0.01 0.04
H -0.8799 -0.8249 4.5434 -0.01 0.03 0.00 0.01
H -1.0560 -2.4560 5.1773 0.01 -0.01 0.00 0.03
H -0.5896 -4.4751 -1.8536 0.00 -0.01 0.02 0.03
H -1.0383 -2.8000 -2.1871 0.00 0.03 -0.01 0.01
H -2.0106 -4.1264 -2.8456 0.01 -0.02 0.00 0.05
H -1.8157 -5.9797 0.4950 0.04 0.00 0.01 0.02
H -3.2401 -6.1177 -0.5301 -0.01 -0.01 0.00 0.04
H -3.4039 -5.4982 1.1116 0.01 -0.01 0.02 0.02
H -4.1059 -2.0804 -1.3777 -0.02 -0.12 0.10 0.01
H -4.7114 -2.7397 0.1509 0.00 -0.03 0.04 0.02
H -4.8087 -3.7030 -1.3202 -0.01 0.01 -0.03 0.05
H 1.5308 -4.1131 -0.2512 0.03 0.03 -0.02 0.01
H 0.6824 -5.6047 0.1946 0.00 0.00 -0.02 0.03
H 2.3211 -5.3182 0.7830 0.01 0.00 -0.02 0.05
H 2.3648 -2.1835 2.4130 -0.03 -0.07 0.01 0.01
H 2.7357 -3.6147 3.3747 0.01 0.00 0.01 0.05
H 1.4526 -2.5213 3.8932 -0.02 0.01 0.01 0.03
H -0.8947 -5.8050 2.8795 -0.02 -0.02 -0.05 0.02
H -0.2370 -4.8710 4.2304 -0.03 0.02 0.01 0.03
H 0.7643 -6.0629 3.4116 0.00 -0.01 0.01 0.05
```
Positions in Å, forces in eV/Å.

Results
energy above the lowest of the compared OMol25 structures with the same formula, charge and spin: 0.0 kcal/mol
lowest unoccupied orbital energy (alpha / beta): -0.12484 / -0.12013 hartree
2S+1: 2
net charge: +1
gap between HOMO and LUMO (alpha / beta): 6.93 / 7.32 eV
E: -2440.778979 Ha